Density functional theory data (ωB97M-V/def2-TZVPD) for a 5-piece molecular cluster, C20H37BrClN3O14PS overall.

The HOMO-LUMO gap comes out at 6.59 eV. The total charge is -1. For the lowest unoccupied orbital energy, the calculation gives 0.06895 hartree.

Each atom is followed by the atoms it is bonded to, with distances in Å.
Cartesian coordinates (Å):
1 Br 4.7597 -5.2462 -4.3543  C30 2.017
2 Cl 3.9103 -2.6432 -5.6910  C30 1.848
3 S 1.5258 -4.8173 -1.0631  P4 2.270, H56 1.337
4 P 1.1173 -4.6944 -3.2923  S3 2.270, O7 1.856, O12 1.783, C36 1.875, H42 1.425, H75 1.422
5 O 0.6870 -0.9026 2.8227  C33 1.352, C39 1.437
6 O -0.5805 -1.4719 1.0943  C33 1.339, C41 1.448
7 O 2.5725 -3.6205 -3.7081  P4 1.856, C30 1.303
8 O 0.7463 6.8843 1.9666  C31 1.436, C32 1.355
9 O 0.6830 0.3747 0.9645  C33 1.194
10 O 1.0571 6.9047 4.1976  C32 1.192
11 O 1.0341 4.9680 3.0478  C26 1.453, C32 1.344
12 O 0.9162 -4.6823 -5.0642  P4 1.783, C40 1.384
13 O -2.6528 -0.4961 7.6253  C25 1.352, C28 1.444
14 O -1.1007 2.9743 -1.6365  C29 1.188
15 O -1.2086 4.0579 -3.6098  C22 1.442, C29 1.359
16 O -0.9370 -0.8426 6.2610  C25 1.354, C34 1.432
17 O -2.9125 -1.8304 5.8240  C25 1.188
18 O -1.0841 1.8407 -3.5893  C29 1.350, C35 1.427
19 N -0.7019 -1.0207 -2.2923  C23 1.468, H54 1.013, H66 1.011
20 N 1.0176 -1.0848 -3.9721  C23 1.479, H61 1.017, H65 1.015
21 N 1.5258 -1.6317 -1.7517  C23 1.452, H47 1.014, H60 1.012
22 C -0.9622 3.6641 -4.9746  O15 1.442, C27 1.506, C35 1.516, H44 1.094
23 C 0.4868 -1.7450 -2.7596  N19 1.468, N20 1.479, N21 1.452, C36 1.544
24 C 1.3073 3.3528 1.2325  C26 1.502, H50 1.092, H70 1.086, H76 1.089
25 C -2.2383 -1.1269 6.5035  O13 1.352, O16 1.354, O17 1.188
26 C 0.6164 4.5992 1.7056  O11 1.453, C24 1.502, C31 1.515, H59 1.093
27 C -1.7075 4.5592 -5.9299  C22 1.506, H46 1.090, H49 1.089, H62 1.091
28 C -1.5015 0.0655 8.2908  O13 1.444, C34 1.517, C37 1.506, H69 1.094
29 C -1.1302 2.9517 -2.8241  O14 1.188, O15 1.359, O18 1.350
30 C 3.1767 -4.0681 -4.7718  Br1 2.017, Cl2 1.848, O7 1.303, C40 1.562
31 C 0.9361 5.8783 0.9598  O8 1.436, C26 1.515, H57 1.086, H78 1.093
32 C 0.9583 6.3044 3.1727  O8 1.355, O10 1.192, O11 1.344
33 C 0.3014 -0.5825 1.5671  O5 1.352, O6 1.339, O9 1.194
34 C -0.5509 0.2356 7.1204  O16 1.432, C28 1.517, H71 1.093, H72 1.086
35 C -1.3926 2.2108 -4.9330  O18 1.427, C22 1.516, H73 1.087, H77 1.094
36 C 0.0252 -3.1914 -3.0413  P4 1.875, C23 1.544, H51 1.094, H52 1.092
37 C -1.8785 1.3186 9.0365  C28 1.506, H43 1.090, H48 1.089, H64 1.090
38 C -1.9831 -3.2418 1.9861  C41 1.506, H45 1.089, H63 1.091, H67 1.090
39 C -0.1900 -1.9426 3.2850  O5 1.437, C41 1.517, H58 1.086, H74 1.090
40 C 2.1509 -4.8299 -5.6707  O12 1.384, C30 1.562, H53 1.092, H55 1.096
41 C -0.6175 -2.6080 1.9907  O6 1.448, C38 1.506, C39 1.517, H68 1.094
42 H -0.0148 -5.5452 -3.1354  P4 1.425
43 H -2.0588 2.1451 8.3488  C37 1.090
44 H 0.1173 3.7270 -5.1385  C22 1.094
45 H -2.3228 -3.3657 0.9588  C38 1.089
46 H -1.3356 4.4149 -6.9443  C27 1.090
47 H 2.1001 -0.8396 -2.0181  N21 1.014
48 H -2.7855 1.1492 9.6148  C37 1.089
49 H -1.5622 5.6028 -5.6544  C27 1.089
50 H 2.3525 3.5484 0.9844  C24 1.092
51 H -0.5305 -3.1577 -3.9832  C36 1.094
52 H -0.6841 -3.4895 -2.2666  C36 1.092
53 H 2.1538 -4.3718 -6.6621  C40 1.092
54 H -0.4146 -0.1642 -1.8346  N19 1.013
55 H 2.4672 -5.8727 -5.7899  C40 1.096
56 H 2.3941 -5.8323 -1.1159  S3 1.337
57 H 0.2827 6.0793 0.1158  C31 1.086
58 H 0.3457 -2.5927 3.9711  C39 1.086
59 H -0.4663 4.4502 1.7423  C26 1.093
60 H 1.1091 -1.3804 -0.8639  N21 1.012
61 H 1.7389 -1.6817 -4.3679  N20 1.017
62 H -2.7771 4.3462 -5.9136  C27 1.091
63 H -2.7055 -2.6281 2.5263  C38 1.091
64 H -1.0792 1.6005 9.7218  C37 1.090
65 H 0.2689 -1.0696 -4.6577  N20 1.015
66 H -1.3297 -0.7965 -3.0530  N19 1.011
67 H -1.9357 -4.2240 2.4559  C38 1.090
68 H 0.1375 -3.3168 1.6389  C41 1.094
69 H -1.1220 -0.6993 8.9748  C28 1.094
70 H 1.2785 2.5834 1.9989  C24 1.086
71 H -0.7241 1.1783 6.5960  C34 1.093
72 H 0.5016 0.1401 7.3708  C34 1.086
73 H -0.8499 1.5620 -5.6153  C35 1.087
74 H -1.0324 -1.4785 3.7981  C39 1.090
75 H 1.9913 -5.8069 -3.4348  P4 1.422
76 H 0.7994 2.9568 0.3545  C24 1.089
77 H -2.4700 2.1057 -5.0887  C35 1.094
78 H 1.9812 5.8994 0.6407  C31 1.093

Mulliken population analysis, charges in e, atoms 1 to 5: Br -0.227; Cl -0.259; S -0.388; P 0.295; O -0.365